# 1
DFT (wB97M-V/def2-TZVPD) results for an isolated molecule of C10H15N5.

Each line ends with the Mulliken charge.
Positions of all 30 atoms, in Å:
1 C 3.845 0.097 0.003  -1.51
2 C 2.970 0.385 -1.156  0.85
3 C 2.929 1.856 -1.493  -1.66
4 C 1.620 -0.332 -0.893  -1.02
5 C 0.711 0.208 0.236  -0.74
6 N -0.666 0.049 -0.110  -0.12
7 C -1.602 -0.726 0.609  0.39
8 N -1.170 -1.742 1.185  -0.56
9 C -2.125 -2.496 1.717  -0.28
10 N -3.428 -2.223 1.853  -0.63
11 C -3.798 -1.014 1.238  0.10
12 N -5.025 -0.531 1.253  -0.85
13 N -4.915 0.544 0.500  0.20
14 C -3.631 0.796 0.104  -0.69
15 C -2.955 -0.264 0.590  1.24
16 H 3.423 0.434 0.971  0.30
17 H 4.827 0.643 -0.059  0.38
18 H 4.038 -0.956 0.072  0.43
19 H 3.489 -0.228 -1.993  0.20
20 H 2.087 1.920 -2.112  0.41
21 H 2.778 2.411 -0.624  0.38
22 H 3.827 2.283 -1.905  0.43
23 H 0.970 -0.544 -1.790  0.48
24 H 1.822 -1.344 -0.633  0.42
25 H 0.865 -0.333 1.155  0.37
26 H 1.037 1.252 0.402  0.30
27 H -1.041 0.704 -0.819  0.22
28 H -1.970 -3.540 2.068  0.34
29 H -5.755 1.108 0.131  0.28
30 H -3.157 1.583 -0.496  0.38

calculated total energy	-18061.9006	eV
SMILES	CC(C)CCNc1ncnc2n[nH]cc12
relative energy (zero: lowest compared OMol25 entry of this formula, charge and spin)	28.3	kcal/mol
HOMO-LUMO gap	8.922	eV
HOMO	-8.43	eV
net charge	0



# 2
DFT (wB97M-V/def2-TZVPD) results for a structure of composition C10H15N5O2ReS.

Each line ends with the Mulliken charge.
Positions of all 34 atoms, in Å:
1 Re 0.162 -1.156 0.172  1.04
2 O 2.090 -0.961 -0.337  -0.41
3 N 2.557 0.259 -0.402  -0.22
4 N 1.644 1.109 -0.389  0.82
5 O 0.355 0.661 -0.255  -0.47
6 C 1.855 2.554 -0.521  0.94
7 C 0.742 3.362 -0.661  -0.50
8 C 0.958 4.726 -0.788  -0.55
9 C 2.250 5.232 -0.767  -0.53
10 C 3.343 4.385 -0.624  -0.56
11 C 3.160 3.019 -0.495  -0.44
12 H -0.258 2.957 -0.683  0.39
13 H 0.113 5.390 -0.903  0.39
14 H 2.409 6.297 -0.863  0.41
15 H 4.347 4.786 -0.609  0.41
16 H 4.004 2.353 -0.385  0.46
17 N -1.997 -0.830 0.138  -0.54
18 C -2.934 -1.965 0.496  -0.55
19 C -2.604 -3.216 -0.295  -0.59
20 C -1.321 -3.926 0.093  -0.56
21 N -0.083 -3.194 -0.411  -0.62
22 H -2.245 -0.012 0.693  0.35
23 H -2.256 -0.572 -0.816  0.42
24 H -3.948 -1.631 0.279  0.40
25 H -2.856 -2.131 1.567  0.26
26 H -2.609 -3.007 -1.372  0.29
27 H -3.421 -3.923 -0.137  0.37
28 H -1.284 -4.926 -0.335  0.42
29 H -1.219 -4.017 1.174  0.36
30 H -0.087 -3.259 -1.434  0.43
31 H 0.746 -3.725 -0.138  0.37
32 S 0.784 -1.296 2.281  -0.10
33 C -0.694 -1.571 3.103  0.38
34 N -1.702 -1.771 3.624  -0.30

calculated total energy	-35104.6707	eV
relative energy (zero: lowest compared OMol25 entry of this formula, charge and spin)	0.0	kcal/mol
expectation value of S²	0.757
HOMO-LUMO gap (spin up / spin down)	6.096 / 6.320	eV
HOMO (spin up / spin down)	-15.53 / -15.53	eV
net charge	+2
spin multiplicity	2



# 3
DFT (wB97M-V/def2-TZVPD) results for a structure of composition C10H15N6S2V.

Each line ends with the Mulliken charge.
Positions of all 34 atoms, in Å:
1 V 0.877 0.453 0.128  0.68
2 N 1.680 4.589 0.767  -0.34
3 C 1.545 3.340 0.327  0.73
4 S 1.888 1.968 1.461  -0.32
5 N 1.187 3.234 -0.940  -1.02
6 N 1.030 1.914 -1.251  0.60
7 C 1.115 1.500 -2.468  -0.45
8 C 1.274 0.005 -2.603  0.85
9 C 1.252 -0.482 -3.870  -0.73
10 C 1.382 -1.855 -4.056  -0.31
11 C 1.610 -2.625 -2.928  -0.65
12 C 1.591 -2.015 -1.653  -0.22
13 N 1.392 -0.729 -1.481  -0.15
14 H 2.108 4.759 1.675  0.23
15 H 1.558 5.340 0.088  0.28
16 H 1.162 2.170 -3.334  0.38
17 H 1.098 0.222 -4.682  0.40
18 H 1.393 -2.322 -5.058  0.44
19 H 1.804 -3.683 -2.964  0.42
20 H 1.859 -2.561 -0.750  0.51
21 C -1.980 -3.076 2.436  -1.01
22 N -1.763 -2.046 1.428  -0.13
23 C -1.832 -0.750 1.650  0.62
24 S -1.435 0.317 0.268  -0.37
25 N -2.206 -0.255 2.817  -0.16
26 C -2.286 1.173 3.145  -0.89
27 H -1.936 -4.077 1.986  0.33
28 H -2.971 -2.948 2.928  0.33
29 H -1.272 -2.950 3.237  0.39
30 H -1.656 -2.329 0.458  0.31
31 H -2.593 -0.864 3.509  0.25
32 H -2.614 1.240 4.144  0.37
33 H -2.963 1.706 2.473  0.35
34 H -1.300 1.638 3.114  0.29

calculated total energy	-66898.2888	eV
relative energy (zero: lowest compared OMol25 entry of this formula, charge and spin)	0.0	kcal/mol
expectation value of S²	2.037
HOMO-LUMO gap (spin up / spin down)	6.810 / 7.335	eV
HOMO (spin up / spin down)	-14.87 / -14.90	eV
net charge	+2
spin multiplicity	3



# 4
DFT (wB97M-V/def2-TZVPD) results for an isolated molecule of C10H15NO.

Each line ends with the Mulliken charge.
Positions of all 27 atoms, in Å:
1 C -0.783 -1.787 0.769  -1.26
2 C -1.117 -0.320 1.003  0.70
3 C -1.251 -0.085 2.535  -1.56
4 C -0.098 0.679 0.596  0.73
5 O -0.412 1.873 0.372  -0.79
6 C 1.372 0.318 0.923  -0.30
7 C 2.461 -0.064 0.243  -0.47
8 C 2.628 -0.038 -1.221  -0.36
9 C 1.425 0.151 -2.117  -0.72
10 C 0.147 0.373 -1.646  0.64
11 C -1.126 0.533 -2.037  -0.72
12 N -2.008 1.527 -1.824  -0.39
13 H 0.350 -2.024 1.036  0.20
14 H -1.069 -2.057 -0.292  0.27
15 H -1.421 -2.460 1.349  0.47
16 H -2.089 -0.107 0.489  0.22
17 H -0.310 -0.212 2.986  0.37
18 H -2.039 -0.736 2.971  0.39
19 H -1.565 0.939 2.611  0.42
20 H 1.475 0.292 2.023  0.19
21 H 3.542 -0.170 0.756  0.20
22 H 3.193 0.854 -1.581  0.26
23 H 3.267 -0.881 -1.481  0.37
24 H 1.611 0.368 -3.170  0.33
25 H -1.579 -0.410 -2.562  0.18
26 H -2.911 1.223 -1.595  0.28
27 H -1.694 2.221 -1.134  0.36

calculated total energy	-14146.7152	eV
SMILES	CC(C)C(=O)/C=C\CC=C=CN
relative energy (zero: lowest compared OMol25 entry of this formula, charge and spin)	112.2	kcal/mol
HOMO-LUMO gap	8.685	eV
HOMO	-8.04	eV
net charge	0



# 5
DFT (wB97M-V/def2-TZVPD) results for a cluster of 2 separate species, C10H15NO in total.

Each line ends with the Mulliken charge.
Positions of all 27 atoms, in Å:
1 C -1.956 3.352 0.664  -1.33
2 C -1.890 2.043 -0.059  1.02
3 C -2.907 1.093 0.127  -0.60
4 C -2.966 -0.069 -0.614  -0.32
5 C -1.914 -0.373 -1.489  -0.64
6 C -0.800 0.430 -1.469  -0.26
7 C -0.810 1.690 -0.850  -0.64
8 H -2.886 3.476 1.222  0.34
9 H -1.904 4.211 -0.002  0.32
10 H -1.087 3.539 1.293  0.29
11 H -3.761 1.396 0.726  0.24
12 H -3.803 -0.737 -0.479  0.37
13 H -1.952 -1.300 -2.033  0.39
14 H 0.122 0.149 -1.949  0.45
15 H -0.023 2.351 -1.176  0.37
16 C 2.519 -0.846 1.657  -1.00
17 C 3.160 -1.456 0.403  -0.46
18 C 2.123 -2.011 -0.544  0.57
19 N 1.546 -3.169 -0.125  -0.40
20 O 1.791 -1.449 -1.566  -0.62
21 H 2.040 -1.578 2.310  0.30
22 H 1.705 -0.198 1.327  0.25
23 H 3.197 -0.141 2.131  0.34
24 H 3.798 -0.732 -0.086  0.29
25 H 3.837 -2.252 0.714  0.28
26 H 0.863 -3.639 -0.695  0.24
27 H 1.959 -3.782 0.562  0.19

calculated total energy	-14151.1993	eV
SMILES	Cc1ccccc1.CCC(N)=O
relative energy (zero: lowest compared OMol25 entry of this formula, charge and spin)	8.8	kcal/mol
HOMO-LUMO gap	9.561	eV
HOMO	-8.74	eV
net charge	0



# 6
DFT (wB97M-V/def2-TZVPD) results for a cluster of 2 separate species, C10H15NS in total.

Each line ends with the Mulliken charge.
Positions of all 27 atoms, in Å:
1 C -2.154 -0.971 -2.526  -0.17
2 C -1.140 -1.978 -2.675  -0.62
3 C -1.916 0.367 -2.206  -0.58
4 C 0.150 -1.462 -2.588  -0.16
5 C -0.602 0.725 -1.964  0.08
6 C 0.389 -0.188 -2.199  -0.48
7 C 1.654 -0.547 2.312  -1.61
8 C 1.524 1.284 0.532  -1.34
9 C 0.253 1.519 2.754  -1.61
10 C 0.735 0.559 1.653  1.40
11 N -0.521 0.101 1.092  -0.28
12 S -0.830 -1.492 1.052  -0.09
13 H -3.203 -1.401 -2.499  0.27
14 H -1.417 -2.880 -3.217  0.41
15 H -2.790 1.062 -1.925  0.26
16 H 0.872 -2.222 -2.795  0.40
17 H -0.190 1.635 -1.649  0.59
18 H 1.173 -0.950 3.160  0.46
19 H 1.648 -1.280 1.509  0.49
20 H 2.696 -0.247 2.251  0.37
21 H 1.612 0.499 -0.253  0.22
22 H 2.487 1.618 0.994  0.47
23 H 0.850 2.069 0.065  0.21
24 H -0.550 1.158 3.401  0.35
25 H 1.098 1.907 3.301  0.41
26 H 0.031 2.428 2.259  0.42
27 H -1.859 -1.313 0.161  0.13

calculated total energy	-22933.1199	eV
relative energy (zero: lowest compared OMol25 entry of this formula, charge and spin)	121.0	kcal/mol
HOMO-LUMO gap (spin up / spin down)	9.246 / 7.146	eV
HOMO (spin up / spin down)	-9.03 / -7.65	eV
net charge	0



- The highest calculated total energy belongs to which entry?
  number 4



- calculated total energy of number 3 (C10H15N6S2V)?
  -66898.2888 eV



- Among the records above, which one has the highest calculated total energy?
  number 4